1.
This record from OMol25 describes a 2-piece molecular cluster, C3H9N3 overall at a distorted geometry. The level of theory is ωB97M-V/def2-TZVPD.

```
! RIJCOSX wB97M-V def2-TZVPD def2/J DEFGRID3
* xyz 0 1
C -0.57 0.32 2.03
C 0.51 -1.30 -1.17
C 1.13 0.61 0.17
N -1.62 -0.20 1.66
N -0.46 0.82 -1.60
N 0.60 0.13 -0.98
H -0.24 0.67 3.01
H 0.27 -1.49 -2.22
H 1.46 -1.75 -0.92
H -0.28 -1.73 -0.54
H 1.15 1.68 0.29
H 1.90 0.03 0.64
H -2.38 -0.37 2.33
H -1.29 0.78 -1.01
H -0.19 1.80 -1.69
*
```

Output
largest force on an atom = 0.061 hartree/bohr
energy above the lowest of the compared OMol25 structures with the same formula, charge and spin = 480.9 kJ/mol
LUMO (spin up / spin down) = 0.039 / 0.038 hartree
HOMO (spin up / spin down) = -6.59 / -6.45 eV

***

2.
This record from OMol25 describes an isolated ion of composition C3H9N3 and charge +1 at a distorted geometry. The level of theory is ωB97M-V/def2-TZVPD.

```
! RIJCOSX wB97M-V def2-TZVPD def2/J DEFGRID3
* xyz 1 2
C 1.92 0.80 1.08
C 0.43 0.65 0.68
N 0.11 -0.65 0.12
C -1.19 -0.75 -0.44
N -1.33 -0.16 -1.68
N -1.98 -1.56 0.16
H 2.43 1.25 0.24
H 1.85 1.44 1.97
H 2.50 -0.12 1.25
H 0.23 1.49 -0.04
H -0.27 0.81 1.50
H 0.74 -1.28 -0.39
H -2.21 -0.48 -2.07
H -0.47 0.32 -1.88
H -2.74 -1.77 -0.50
*
```

Output
largest force on an atom = 0.077 hartree/bohr
energy above the lowest of the compared OMol25 structures with the same formula, charge and spin = 164.0 kJ/mol
LUMO (spin up / spin down) = -0.132 / -0.312 hartree
<S²> = 0.758
HOMO (spin up / spin down) = -15.30 / -14.74 eV

***

3.
This record from OMol25 describes the molecule C3H9N3O at a distorted geometry. The level of theory is ωB97M-V/def2-TZVPD.

```
! RIJCOSX wB97M-V def2-TZVPD def2/J DEFGRID3
* xyz 0 1
C -1.78 -0.58 -0.49
C -0.61 -0.65 0.49
O 0.29 -1.64 0.16
H -1.01 -0.73 1.52
H -2.46 0.25 -0.26
H -2.33 -1.52 -0.43
H -1.41 -0.47 -1.51
N 2.44 -0.37 -0.10
N -0.04 1.85 -0.19
C 0.36 0.58 0.36
N 1.28 -0.10 -0.58
H 2.49 -0.69 0.87
H 3.05 -0.87 -0.74
H -0.42 2.45 0.52
H -0.70 1.74 -0.94
H 0.85 0.75 1.32
*
```

Output
largest force on an atom = 0.041 hartree/bohr
energy above the lowest of the compared OMol25 structures with the same formula, charge and spin = 422.0 kJ/mol
LUMO (spin up / spin down) = 0.009 / 0.009 hartree
HOMO (spin up / spin down) = -8.54 / -8.54 eV

***

4.
This record from OMol25 describes the molecule C3H9N3O at a distorted geometry. The level of theory is ωB97M-V/def2-TZVPD.

```
! RIJCOSX wB97M-V def2-TZVPD def2/J DEFGRID3
* xyz 0 1
C 1.02 0.87 2.10
C -0.61 -1.43 -0.14
C -1.00 1.05 -0.53
N 1.96 0.22 -0.07
N 0.81 0.19 0.81
N -0.44 0.01 0.31
O 2.15 1.08 2.49
H 0.00 0.95 2.61
H 0.24 -1.92 0.19
H -1.56 -1.78 0.31
H -0.76 -1.46 -1.19
H -1.15 1.95 0.23
H -0.41 1.46 -1.34
H -1.95 0.75 -0.81
H 2.62 0.43 0.64
H 2.04 1.01 -0.71
*
```

Output
largest force on an atom = 0.090 hartree/bohr
energy above the lowest of the compared OMol25 structures with the same formula, charge and spin = 355.9 kJ/mol
LUMO = 0.030 hartree
HOMO = -8.86 eV

***

5.
This record from OMol25 describes C3H9N3O as an isolated structure at a distorted geometry. The level of theory is ωB97M-V/def2-TZVPD.

```
! RIJCOSX wB97M-V def2-TZVPD def2/J DEFGRID3
* xyz 0 1
C -0.73 1.69 -0.06
N 0.44 -1.38 -0.59
C 0.57 -0.42 0.54
N 0.41 -0.73 -1.69
N -0.91 -1.06 0.97
C 0.59 0.97 0.18
O 1.56 -0.84 1.38
H 1.75 -1.77 1.21
H 0.15 -1.29 -2.50
H 0.71 0.48 -1.35
H -1.67 -0.74 0.38
H -0.93 -2.07 1.08
H 1.25 1.51 0.86
H -1.25 1.26 -0.92
H -1.40 1.65 0.81
H -0.54 2.74 -0.29
*
```

Output
largest force on an atom = 0.070 hartree/bohr
energy above the lowest of the compared OMol25 structures with the same formula, charge and spin = 520.4 kJ/mol
LUMO (spin up / spin down) = 0.005 / 0.005 hartree
HOMO (spin up / spin down) = -7.80 / -7.80 eV

***

6.
This record from OMol25 describes a 2-piece molecular cluster, C3H9N3O overall at a distorted geometry. The level of theory is ωB97M-V/def2-TZVPD.

```
! RIJCOSX wB97M-V def2-TZVPD def2/J DEFGRID3
* xyz 0 1
C 1.11 1.74 0.08
C 0.35 1.02 1.12
C 0.25 -2.01 -0.23
H -2.68 -2.67 -1.21
H -4.09 -3.26 -1.17
H 0.80 3.67 0.80
H 2.25 3.44 0.00
H 2.04 1.20 -0.21
H 0.53 1.85 -0.87
H 0.06 1.49 2.03
H 0.22 -2.71 -1.09
H 0.57 -2.39 0.74
N 1.59 3.03 0.69
N 0.10 -0.23 1.05
N 0.11 -0.73 -0.26
O -3.21 -3.44 -1.45
*
```

Output
largest force on an atom = 0.041 hartree/bohr
energy above the lowest of the compared OMol25 structures with the same formula, charge and spin = 315.3 kJ/mol
LUMO = 0.018 hartree
HOMO = -9.34 eV